Entry 1:
155
Properties=species:S:1:pos:R:3:forces:R:3 method="wB97M-V/def2-TZVPD" multiplicity=1 homo_lumo_gap_ev=6.59 e_above_lowest_ev=11.8587 e_tot_ha=-9829.36814 lumo_energy_ev=-1.1115
C 7.8949 -3.7864 -0.7725 0.499 -0.786 0.512
O 8.3272 -2.3855 -0.9335 -2.320 -0.893 0.273
C 7.1755 -1.4586 -0.7920 0.482 0.635 0.206
C 7.6364 -0.0099 -1.4219 -0.384 -0.207 -0.145
C 6.4483 0.6530 -2.3876 0.525 -0.062 0.614
C 5.0343 0.8599 -1.5676 0.094 0.729 0.265
C 4.1137 2.1170 -2.1702 -0.537 -1.133 -0.025
C 3.1002 1.5259 -3.3486 -0.074 -0.403 0.856
C 1.8862 0.6867 -2.5652 -0.287 -0.197 -1.731
C 0.4659 1.5131 -2.7763 0.605 0.757 0.889
C -0.7124 1.1037 -1.7131 0.400 -1.527 0.944
C -2.0369 0.3867 -2.4247 1.811 -0.426 -0.844
C -3.4411 0.4849 -1.5739 1.150 2.132 -0.323
C -2.9767 0.0437 -0.1243 2.072 -0.621 1.484
C -3.8696 -0.4297 1.0973 -0.599 0.886 2.032
C -4.1679 0.7267 2.2743 -0.456 -1.383 0.271
Cl -2.7948 -1.6454 2.0932 -0.854 1.016 -1.004
N -3.5599 2.0187 -1.4069 -1.877 0.026 1.053
C -4.9322 2.3189 -0.8669 -0.803 2.522 1.209
O -5.2773 3.1958 0.0494 2.035 -5.240 -5.548
C -5.8431 1.3893 -1.9463 -0.358 1.309 0.192
C -7.4526 1.3744 -1.7847 -1.116 3.013 1.115
Br -8.5608 -0.1086 -2.4527 1.858 -0.376 -1.005
C -8.0527 1.7281 -0.2622 0.150 -1.036 0.211
C -7.5377 0.7188 0.9127 0.506 0.471 0.216
Br -10.0533 1.3457 -0.4168 0.516 1.581 1.242
C -4.8871 0.0786 -2.3198 1.240 1.455 -2.728
C -4.5974 0.4602 -3.9231 1.545 0.020 -1.168
C -5.8295 0.5122 -4.9616 0.389 0.934 -1.865
C -5.9912 -0.8445 -5.9318 -0.568 0.742 2.105
I -6.9697 -0.0728 -7.7816 0.616 -0.758 0.930
C -5.3749 -1.4324 -2.4343 -1.744 -1.381 0.564
I -3.7747 -2.8941 -3.0127 0.178 2.257 -3.520
C -6.0386 -2.2149 -1.1624 -1.630 -1.169 -0.324
C -7.2910 -3.2330 -1.6273 -0.399 -0.399 0.722
I -4.5967 -3.7250 -0.3437 -1.769 0.279 3.402
H 8.8239 -4.4195 -0.4047 -1.791 1.456 -0.830
H 7.5473 -4.2447 -1.7943 0.424 0.969 1.902
H 7.0669 -3.9221 0.0633 1.521 0.447 -1.785
H 6.1983 -1.8815 -1.2944 1.967 0.750 0.784
H 6.9868 -1.3233 0.3572 0.095 -0.325 -2.090
H 8.6149 -0.1532 -2.0691 -2.053 0.169 1.377
H 7.9034 0.6949 -0.5071 -0.642 -1.268 -2.059
H 6.8637 1.6846 -2.7564 -0.907 -1.868 0.661
H 6.3102 -0.0243 -3.3403 0.193 1.277 1.923
H 5.2719 1.1418 -0.4328 -0.340 -0.712 -2.431
H 4.3942 -0.1374 -1.5514 1.338 2.096 -0.082
H 4.7939 2.9908 -2.5569 -1.299 -1.713 0.818
H 3.4128 2.4808 -1.2782 1.555 -0.503 -1.992
H 2.6314 2.3772 -4.0134 0.947 -1.649 1.389
H 3.6481 0.7631 -4.0592 -0.840 1.695 1.427
H 2.1548 0.4729 -1.4466 -0.637 0.624 -2.093
H 1.7924 -0.3618 -3.1279 0.062 2.134 1.422
H 0.7366 2.6556 -2.5598 -0.646 -2.376 -0.631
H 0.1289 1.4322 -3.8966 0.606 0.086 2.147
H -0.9753 1.9752 -0.9831 0.363 -1.494 -1.651
H -0.2579 0.2400 -1.0240 -0.837 2.013 -1.321
H -1.6686 -0.7367 -2.6009 -1.249 2.433 0.367
H -2.0161 0.8984 -3.4740 -0.777 -0.993 1.847
H -2.1060 -0.7669 -0.2547 -2.218 1.565 0.242
H -2.4125 0.9877 0.3606 -1.198 -2.132 -1.457
H -4.8645 -0.9803 0.9583 1.766 0.660 -0.277
H -4.6252 0.1055 3.1862 1.058 1.466 -1.975
H -3.1523 1.1909 2.6268 -2.070 -0.670 -0.825
H -4.9946 1.4907 1.9723 1.914 -1.162 0.351
H -3.2605 2.5705 -2.2406 -0.662 -0.524 1.055
H -5.7190 2.1828 -2.8486 -0.141 -2.097 1.942
H -7.8615 2.3266 -2.3947 1.021 -2.350 1.177
H -7.9304 2.8644 -0.0044 -0.135 -2.420 -0.564
H -7.5303 1.2637 1.9684 -0.173 -1.145 -2.333
H -6.4223 0.4893 0.6587 -2.006 0.225 0.563
H -8.1714 -0.2843 1.0057 1.405 2.306 -0.429
H -4.0322 1.5126 -4.0002 -1.453 -2.217 0.463
H -3.8065 -0.2791 -4.4289 -1.718 1.385 1.404
H -5.5339 1.3459 -5.7708 -0.512 -1.694 1.970
H -6.8620 0.8969 -4.5497 2.002 -1.159 -0.668
H -6.7841 -1.5317 -5.4082 1.719 0.975 -1.360
H -4.9641 -1.3633 -6.1411 -2.172 1.029 0.251
H -6.1847 -1.6307 -3.2918 2.034 1.068 1.820
H -6.5070 -1.5445 -0.3345 1.363 -1.093 -1.423
H -7.2319 -4.2846 -1.0770 0.072 2.405 -1.163
H -8.3245 -2.7740 -1.2614 2.212 -0.825 -1.214
H -7.2595 -3.4707 -2.7723 -0.173 0.695 2.077
C 12.2474 4.2882 -8.1416 -0.114 0.216 0.278
C 11.6590 3.0631 -7.8286 -0.203 0.088 0.318
C 10.8466 2.9468 -6.6996 0.186 -0.007 -0.280
C 10.6315 4.0566 -5.8734 0.296 -0.242 -0.499
C 11.2397 5.2751 -6.1728 0.257 -0.259 -0.524
C 12.0404 5.3943 -7.3162 0.050 -0.254 -0.173
C 11.0599 6.4392 -5.2814 0.651 1.279 -0.342
O 11.5909 7.5108 -5.5455 -0.320 -0.634 0.163
C 10.2387 6.2907 -4.0633 -0.244 0.251 0.585
C 10.1072 7.3696 -3.1793 -0.193 -0.018 0.289
C 9.3215 7.2419 -2.0318 0.190 -0.071 -0.360
C 8.6592 6.0431 -1.7693 0.098 -0.221 -0.291
C 8.7929 4.9649 -2.6453 -0.017 0.258 0.197
C 9.5924 5.0863 -3.7896 -0.267 0.252 0.540
C 9.7563 3.9288 -4.6912 -0.693 -1.305 0.281
O 9.1782 2.8734 -4.4588 0.329 0.637 -0.127
H 12.8731 4.3812 -9.0266 -0.116 0.003 0.174
H 11.8307 2.1978 -8.4650 -0.051 0.155 0.129
H 10.3863 1.9886 -6.4644 0.025 0.322 0.080
H 12.5075 6.3459 -7.5637 -0.180 -0.167 0.220
H 10.6184 8.3101 -3.3785 -0.075 -0.310 -0.116
H 9.2250 8.0792 -1.3440 0.030 -0.149 -0.150
H 8.0413 5.9457 -0.8792 0.115 -0.002 -0.174
H 8.2768 4.0305 -2.4313 0.212 0.148 -0.193
C -9.2590 0.8976 10.7950 0.220 -0.130 -0.267
C -8.6647 2.1163 11.1215 0.292 0.018 -0.257
C -7.5323 2.5486 10.4293 -0.273 -0.074 0.184
C -6.9848 1.7537 9.4150 -0.438 0.056 0.454
C -7.5646 0.5240 9.1054 -0.451 0.106 0.440
C -8.7115 0.1000 9.7892 -0.114 0.181 0.232
C -6.9666 -0.3452 8.0714 -0.634 -1.288 -0.306
O -7.4773 -1.4239 7.7964 0.305 0.637 0.153
C -5.7401 0.1003 7.3805 0.505 -0.103 -0.429
C -5.1298 -0.7392 6.4394 0.285 0.092 -0.173
C -3.9771 -0.3200 5.7716 -0.308 -0.057 0.290
C -3.4373 0.9388 6.0340 -0.250 0.148 0.281
C -4.0399 1.7749 6.9751 0.157 -0.199 -0.228
C -5.1882 1.3504 7.6567 0.455 -0.105 -0.442
C -5.7975 2.2273 8.6760 0.595 1.379 0.308
O -5.3211 3.3319 8.9105 -0.294 -0.699 -0.151
H -10.1469 0.5649 11.3282 0.169 0.045 -0.113
H -9.0841 2.7320 11.9141 0.089 -0.099 -0.160
H -7.0768 3.5035 10.6861 0.001 -0.262 -0.208
H -9.1775 -0.8526 9.5436 0.254 0.202 -0.056
H -5.5467 -1.7222 6.2264 -0.038 0.281 0.165
H -3.5019 -0.9756 5.0451 -0.096 0.101 0.111
H -2.5435 1.2685 5.5087 -0.163 -0.045 0.101
H -3.6100 2.7543 7.1782 -0.239 -0.220 0.084
C 3.1730 -9.2647 1.0405 -0.292 0.198 0.108
C 4.2352 -8.3802 1.2261 -0.176 0.310 0.151
C 4.0013 -7.1085 1.7518 0.086 -0.307 -0.132
C 2.6987 -6.7152 2.0819 0.378 -0.451 -0.254
C 1.6337 -7.5906 1.8733 0.423 -0.450 -0.213
C 1.8728 -8.8729 1.3621 0.297 -0.075 -0.081
C 0.2498 -7.1686 2.1714 -1.130 -0.896 -0.200
O -0.6859 -7.9382 1.9918 0.553 0.440 0.092
C 0.0093 -5.8036 2.6803 -0.422 0.480 0.157
C -1.3028 -5.3705 2.9123 -0.058 0.323 0.121
C -1.5383 -4.0857 3.4062 0.187 -0.484 -0.008
C -0.4670 -3.2352 3.6782 0.356 -0.257 -0.050
C 0.8408 -3.6620 3.4427 -0.318 0.110 0.039
C 1.0785 -4.9455 2.9335 -0.376 0.450 0.197
C 2.4631 -5.3747 2.6541 1.112 0.944 0.295
O 3.4049 -4.6262 2.8884 -0.551 -0.453 -0.160
H 3.3565 -10.2591 0.6394 -0.055 0.185 0.078
H 5.2470 -8.6811 0.9635 -0.182 0.070 0.064
H 4.8361 -6.4253 1.8988 -0.325 -0.053 0.051
H 1.0479 -9.5666 1.2094 0.086 0.306 0.088
H -2.1446 -6.0295 2.7056 0.325 0.031 0.021
H -2.5582 -3.7496 3.5807 0.233 -0.177 -0.006
H -0.6498 -2.2369 4.0698 0.053 -0.182 -0.080
H 1.6718 -2.9907 3.6528 -0.091 -0.299 -0.118

Entry 2:
18
Properties=species:S:1:pos:R:3:forces:R:3 method="wB97M-V/def2-TZVPD" multiplicity=2 homo_lumo_gap_ev="6.50 / 5.28" s_squared=0.7563 e_tot_ha=-11478.54211 lumo_energy_ev="-3.0502 / -4.2581"
Ir -1.2206 1.3009 -0.7902 1.364 -1.452 0.881
Br 2.6147 -4.2749 0.7394 0.030 -0.035 0.018
C 1.8239 -2.5781 0.7752 0.054 0.325 0.281
C 2.1458 -1.6556 1.7969 -0.141 -0.234 -0.337
Br 3.3706 -2.1084 3.1388 0.032 -0.031 0.022
C 1.5489 -0.4025 1.8064 -0.003 0.301 0.191
Br 1.9062 0.8905 3.1133 -0.012 0.055 0.019
C 0.6399 -0.0712 0.8077 0.689 -0.790 0.411
O 0.0111 1.0962 0.7200 -1.484 1.307 -1.139
C 0.3289 -0.9626 -0.1796 0.719 -0.711 0.501
O -0.5527 -0.5199 -1.0700 -1.345 1.709 -0.693
C 0.9135 -2.2239 -0.2108 -0.154 -0.134 -0.292
Br 0.4195 -3.3711 -1.6063 -0.034 -0.007 -0.049
O -3.0502 4.3481 -1.2744 0.203 -0.054 0.236
S -2.8813 3.0736 -1.8673 -1.306 1.394 -0.847
O -3.6066 2.7535 -3.0403 0.118 -0.290 -0.029
O -3.0723 1.9355 -0.7797 1.280 -0.366 -0.071
O -1.3394 2.7696 -2.0789 -0.009 -0.990 0.898

Entry 3:
17
Properties=species:S:1:pos:R:3:forces:R:3 method="wB97M-V/def2-TZVPD" multiplicity=1 homo_lumo_gap_ev=6.60 e_above_lowest_ev=1.6181 e_tot_ha=-3245.21943 charge=-2 lumo_energy_ev=4.7113
Pt -0.2633 1.1769 0.1592 1.005 1.434 -0.624
S -1.9276 -0.0242 -0.5056 -1.165 -0.709 -0.647
C -1.0115 -0.8223 -1.7242 -0.146 0.214 0.327
S 0.5746 -0.2354 -1.5121 0.295 -0.339 0.250
C -1.4903 -1.7227 -2.6671 0.164 0.251 0.218
C -0.6389 -2.2896 -3.6327 0.321 -0.219 -0.270
N 0.0496 -2.7703 -4.4257 0.018 -0.005 -0.064
C -2.8467 -2.0946 -2.6930 -0.522 -0.121 -0.003
N -3.9591 -2.4064 -2.7244 0.022 -0.002 -0.002
Cl 0.1797 2.1459 3.3740 -0.096 -0.019 0.120
C 1.7984 1.6623 2.8702 0.248 0.169 0.058
Cl 2.1336 2.4016 1.2535 -0.337 -0.164 -0.071
Cl 2.9687 2.3461 4.0244 0.074 0.016 -0.052
C 1.9084 0.0674 2.7161 0.156 -0.167 0.212
O 2.7552 -0.4811 3.4185 0.118 0.129 0.152
O 1.1009 -0.3615 1.8943 -0.212 -0.134 -0.114
Cl -1.3318 3.4078 0.1747 0.056 -0.334 0.510

Entry 4:
49
Properties=species:S:1:pos:R:3:forces:R:3 method="wB97M-V/def2-TZVPD" multiplicity=5 homo_lumo_gap_ev="5.20 / 7.88" s_squared=6.0035 e_above_lowest_ev=0.0000 e_tot_ha=-6814.28362 charge=-4 lumo_energy_ev="8.2643 / 8.2636"
Cr 16.6495 12.6352 -15.2512 0.318 -0.197 -0.011
C 18.0767 9.9453 -11.8935 0.919 1.209 -0.353
F 17.1666 10.4930 -11.0828 -0.203 -0.371 -0.257
F 19.0791 9.4975 -11.0922 -0.083 -0.277 0.232
F 17.5792 8.8860 -12.5278 -0.246 0.109 0.190
S 18.8576 11.2182 -13.0707 0.067 1.345 -0.224
O 19.0566 12.4470 -12.3029 -0.144 -1.560 -0.121
O 20.0578 10.5170 -13.4809 -0.706 0.093 0.208
O 17.8229 11.3782 -14.1050 0.503 -0.784 0.679
C 18.9989 15.8076 -16.7087 0.290 -0.551 -0.121
F 18.2875 16.8946 -16.3697 0.098 -0.067 -0.267
F 18.3652 15.1751 -17.7148 0.099 0.116 0.762
F 20.1696 16.2349 -17.2676 -0.048 0.254 0.293
S 19.3431 14.7599 -15.1700 -0.272 1.205 1.053
O 20.2685 13.7548 -15.5883 0.378 0.047 -0.289
O 19.8304 15.7709 -14.2168 -0.164 -0.733 -1.139
O 18.0063 14.2893 -14.8362 0.245 0.372 -0.129
C 15.2976 14.1200 -11.3572 -0.376 -0.596 -1.763
F 14.5749 14.2105 -10.2273 0.169 0.099 0.514
F 15.4146 15.3425 -11.8768 -0.079 0.385 0.213
F 16.5194 13.6817 -11.1021 0.059 -0.142 0.616
S 14.4135 13.0023 -12.5855 -0.898 0.669 -1.388
O 14.1554 11.7900 -11.8496 0.299 -0.005 0.277
O 13.2334 13.7600 -12.9882 0.732 -0.296 0.871
O 15.3757 12.8948 -13.6852 -0.516 0.164 1.571
C 14.3252 10.7360 -18.2043 0.041 -0.478 1.103
F 13.3595 10.0751 -18.8927 -0.127 0.150 -0.206
F 15.4879 10.4080 -18.7689 -0.107 0.178 0.011
F 14.1194 12.0404 -18.3427 -0.010 0.012 -0.266
S 14.2320 10.2045 -16.3933 -0.358 -1.332 0.338
O 14.4608 8.7581 -16.4739 -0.084 0.804 -0.227
O 15.3453 10.9053 -15.7469 -1.386 -0.326 -0.672
O 12.8512 10.5227 -16.0090 1.478 0.330 -0.377
C 14.7955 15.6252 -18.2434 -0.056 -0.397 1.293
F 14.7623 14.7007 -19.1982 0.071 -0.094 -0.266
F 15.9986 16.1926 -18.2194 0.030 0.192 -0.437
F 13.8995 16.5773 -18.5776 -0.166 0.181 -0.143
S 14.4367 14.9422 -16.5297 0.258 -0.625 1.251
O 14.5111 16.1141 -15.6847 0.291 -0.013 -0.584
O 13.1325 14.3300 -16.5762 0.350 0.092 -0.713
O 15.5740 14.0013 -16.3709 -0.995 0.863 -0.747
C 19.0000 11.6596 -19.2317 -0.287 -0.054 1.690
F 19.4098 12.9349 -19.1516 -0.112 -0.115 -0.109
F 17.8396 11.6546 -19.9199 0.662 -0.206 -0.445
F 19.9881 11.0092 -19.9151 -0.855 -0.007 -0.205
S 18.7536 10.8845 -17.4736 1.499 0.622 -0.238
O 17.9226 11.8828 -16.7942 0.590 -0.498 -1.173
O 18.1459 9.6029 -17.7132 -0.278 0.085 -0.250
O 20.1525 10.8320 -17.0749 -0.889 0.144 -0.045